# 1
This record from OMol25 describes 2 unconnected molecules or ions with the total composition C3H10N3O2. The level of theory is the ωB97M-V functional and the def2-TZVPD basis.

Results
* spin multiplicity: 1
* total charge: +1
* HOMO level: -14.6 eV
* LUMO level: -3.012 eV
* ΔE to the lowest compared entry with this formula, charge and spin: 42.9 kcal/mol
* electronic energy: -434.831719 hartree

Geometry as XYZ:
```
18
Properties=species:S:1:pos:R:3:forces:R:3
C -2.10812 0.38364 0.06396 2.0 1.6 0.2
C -3.49220 -0.05394 0.03583 -2.2 -1.0 -0.4
C 0.15696 -0.54374 -0.02959 -0.4 0.8 -0.9
N 0.76263 -1.71671 -0.15607 -1.2 -1.5 0.8
N 0.81232 0.56738 -0.11235 -0.7 0.7 0.9
N 3.33515 0.69982 -0.02436 -0.2 3.9 -0.9
O -1.65411 1.48232 0.14178 -0.9 0.6 0.2
O -1.17134 -0.63667 -0.01636 0.1 -2.5 0.4
H -3.85694 -0.35307 1.08515 0.8 -0.4 -1.7
H -3.70437 -0.79494 -0.86530 0.4 1.3 2.3
H -4.08795 0.85909 -0.10141 0.2 -0.2 -0.4
H 0.15505 -2.50320 0.16397 1.2 0.6 -0.8
H 1.77326 -1.81246 -0.18479 -0.6 0.0 0.2
H 1.84929 0.58954 0.02078 0.7 -0.6 -0.3
H 0.46145 1.40330 0.31489 -1.2 0.3 -0.5
H 3.69280 -0.20471 -0.13750 1.5 -0.9 0.1
H 3.68621 1.34335 0.70241 0.3 -1.4 -0.2
H 3.38990 1.29100 -0.90105 0.2 -1.4 1.1
```
Positions in Å, forces in eV/Å.

***

# 2
This record from OMol25 describes 2 unconnected molecules or ions with the total composition C15H16O2S. The level of theory is the ωB97M-V functional and the def2-TZVPD basis.

Results
* spin multiplicity: 1
* HOMO level: -6.3 eV
* LUMO level: -2.693 eV
* ΔE to the lowest compared entry with this formula, charge and spin: 51.4 kcal/mol
* electronic energy: -1129.718564 hartree

Geometry as XYZ:
```
34
Properties=species:S:1:pos:R:3:forces:R:3
C 3.86918 -0.91293 -3.73813 0.1 -0.3 0.5
C 4.02874 -1.27804 -2.39050 0.0 0.1 -0.1
C 3.37865 -0.54565 -1.39277 0.2 -0.5 -0.4
C 2.54788 0.49088 -1.77189 -0.6 0.5 0.9
S 1.59020 1.28356 -0.40083 2.1 -2.0 1.4
O 2.29949 2.54669 -0.25226 0.0 1.4 -0.1
O 0.20009 1.31915 -0.86065 -2.0 0.0 -0.8
C 2.43244 0.92370 -3.07325 0.2 -0.5 -0.5
C 3.08561 0.19155 -4.06775 -0.1 0.2 0.0
H 4.35601 -1.50313 -4.51982 -0.2 0.3 0.3
H 4.64200 -2.13928 -2.11135 -0.1 0.3 -0.2
H 3.50344 -0.78528 -0.33014 -0.2 0.0 -0.4
H 1.83816 1.80331 -3.30322 0.0 -0.2 0.0
H 2.96385 0.47956 -5.10809 0.1 0.0 0.1
C -0.47977 -1.83756 0.98552 0.6 0.1 -0.1
C -1.46826 -0.78234 0.68073 -0.6 -0.4 -0.2
C -2.10749 -0.86613 -0.65545 0.2 0.5 -0.3
C -1.99935 0.03571 1.70483 -0.4 1.0 0.9
C -2.88332 1.12726 1.42165 0.1 -0.4 0.1
C -3.40859 1.91042 2.43884 0.0 0.1 0.0
C -3.09542 1.65613 3.78167 0.3 -0.3 -0.5
C -2.24520 0.58480 4.08880 0.0 -0.1 0.1
C -1.69964 -0.20416 3.08574 -0.1 0.0 -0.4
H 0.24541 -1.54992 1.75080 -0.1 0.0 -0.1
H -1.01088 -2.73590 1.33602 0.0 0.2 0.0
H 0.07031 -2.12171 0.08583 -0.1 0.1 0.1
H -2.65030 0.03236 -0.95822 0.2 -0.2 0.1
H -1.36710 -1.08844 -1.42023 0.1 0.0 0.0
H -2.82123 -1.69927 -0.64025 0.0 0.0 0.1
H -3.16248 1.33309 0.38923 0.2 0.1 0.4
H -4.06881 2.74114 2.18691 0.2 -0.2 0.1
H -3.49256 2.29216 4.57624 0.1 -0.3 -0.3
H -2.00162 0.36730 5.12983 -0.1 0.1 -0.3
H -1.08945 -1.06901 3.35218 -0.1 0.4 0.0
```
Positions in Å, forces in eV/Å.

***

# 3
This record from OMol25 describes a molecular structure, C39H31FeN3P2Si. The level of theory is the ωB97M-V functional and the def2-TZVPD basis.

Results
* <S²>: 8.769
* spin multiplicity: 6
* total charge: +1
* HOMO level (spin up / spin down): -10.7 / -11.5 eV
* LUMO level (spin up / spin down): -2.367 / -4.806 eV
* ΔE to the lowest compared entry with this formula, charge and spin: 10.1 kcal/mol
* electronic energy: -3904.704785 hartree

Geometry as XYZ:
```
77
Properties=species:S:1:pos:R:3:forces:R:3
Fe 0.24647 -0.00293 1.05632 -0.1 0.1 2.0
C 4.13487 0.26517 0.45362 -1.1 -0.2 -0.1
Si 2.32247 0.03687 -0.17108 1.4 0.0 -1.4
C 2.15067 -1.64703 -1.12078 -0.1 0.8 0.7
C 3.19727 -2.06513 -1.93608 0.1 -0.1 -0.1
C 3.09737 -3.22303 -2.68638 0.1 0.1 0.0
C 1.93727 -3.97703 -2.64928 -0.1 0.0 0.0
C 0.89037 -3.58203 -1.83928 -0.1 0.0 0.0
C 0.99527 -2.43523 -1.05918 0.1 0.5 0.2
P -0.37643 -1.99783 0.08922 0.0 -2.5 -1.4
C -1.81633 -2.11413 -1.02278 -0.1 0.5 0.2
C -3.04313 -2.59593 -0.56728 0.2 0.0 0.1
C -4.11583 -2.67833 -1.43808 -0.1 0.0 0.0
C -3.98203 -2.25233 -2.75168 0.0 0.0 0.1
C -2.77993 -1.71633 -3.19138 -0.1 0.1 -0.1
C -1.70323 -1.63323 -2.32788 0.2 0.0 0.1
C -0.49213 -3.49373 1.13542 0.0 0.5 0.4
C -0.01973 -3.38943 2.44262 0.0 0.2 -0.1
C -0.11493 -4.45533 3.31802 0.0 -0.2 0.1
C -0.65543 -5.65383 2.88202 0.0 0.1 0.0
C -1.09463 -5.77713 1.57242 0.0 -0.1 -0.1
C -1.03273 -4.70283 0.70242 0.0 0.1 -0.1
C 1.92637 1.42907 -1.47408 0.0 -0.5 0.8
C 2.80467 1.64807 -2.52838 0.0 0.0 0.0
C 2.57557 2.65677 -3.44988 0.0 0.0 0.0
C 1.45957 3.46597 -3.33068 0.0 0.0 0.0
C 0.56967 3.26217 -2.29218 -0.1 0.1 0.1
C 0.80127 2.25847 -1.35858 0.0 -0.5 0.0
P -0.32633 1.99687 0.05642 0.3 2.4 -0.8
C -1.78413 2.99227 -0.41868 -0.3 -0.6 0.2
C -2.61953 2.45367 -1.39778 0.1 0.0 0.1
C -3.70883 3.17337 -1.85178 0.0 0.0 -0.1
C -3.98503 4.42257 -1.31518 0.1 0.0 0.0
C -3.16763 4.95117 -0.32828 0.0 0.1 -0.1
C -2.06853 4.24157 0.12632 0.2 -0.2 0.0
C 0.43197 2.98347 1.39072 -0.1 -0.4 0.2
C -0.23573 2.93327 2.61852 0.0 0.1 -0.2
C 0.28327 3.59307 3.71412 -0.1 0.0 0.1
C 1.44867 4.33587 3.58162 -0.1 0.0 0.0
C 2.10577 4.39737 2.36192 0.0 0.1 0.1
C 1.61977 3.69697 1.26892 -0.1 0.0 -0.2
H 4.82777 0.35227 -0.37718 0.0 0.0 -0.3
H 4.44327 -0.58113 1.05842 0.0 -0.2 0.1
H 4.23067 1.16197 1.05682 -0.1 0.2 0.1
H 4.10777 -1.48873 -1.99118 0.2 0.1 0.0
H 3.92417 -3.53673 -3.30358 0.1 0.0 -0.1
H 1.85387 -4.87213 -3.24558 0.0 -0.1 0.0
H -0.01783 -4.16353 -1.82068 -0.1 -0.1 0.0
H -3.14463 -2.92433 0.45932 -0.1 0.0 0.0
H -5.05903 -3.07423 -1.08908 0.0 0.0 0.0
H -4.81763 -2.33293 -3.43038 -0.1 0.0 -0.1
H -2.68263 -1.36503 -4.20898 0.0 0.0 0.0
H -0.76183 -1.21873 -2.66898 0.0 0.0 -0.1
H 0.41467 -2.45603 2.77462 0.0 -0.1 0.1
H 0.21587 -4.34873 4.34092 0.1 0.0 0.1
H -0.74123 -6.48883 3.56052 0.0 -0.1 0.1
H -1.50323 -6.71643 1.22952 -0.1 0.0 0.0
H -1.42093 -4.80713 -0.30118 0.0 0.0 0.0
H 3.68107 1.02827 -2.64388 0.1 -0.1 0.0
H 3.26907 2.81317 -4.26128 0.1 0.0 -0.1
H 1.28577 4.25677 -4.04298 0.0 0.1 -0.1
H -0.30143 3.89277 -2.20158 -0.1 0.1 0.0
H -2.39573 1.47597 -1.80918 -0.1 0.0 -0.1
H -4.33913 2.76187 -2.62628 -0.1 0.0 0.0
H -4.83483 4.98617 -1.66988 -0.1 0.0 0.0
H -3.37893 5.92677 0.08432 0.0 0.0 0.0
H -1.42793 4.66427 0.88772 0.0 0.0 0.0
H -1.17023 2.38237 2.68722 0.1 0.0 0.2
H -0.21433 3.52547 4.67122 0.0 0.1 0.0
H 1.82597 4.87397 4.43702 0.1 0.1 0.1
H 2.99357 5.00297 2.25422 0.1 0.0 0.0
H 2.14727 3.73147 0.32292 0.0 0.0 0.0
N 0.54857 -0.00373 2.93922 -0.3 -0.1 -0.7
C 0.67047 -0.32333 4.07372 0.2 -0.2 0.5
N 0.91567 -0.56463 5.25242 0.6 1.4 -1.4
C 0.60927 -1.34983 6.21642 -0.5 -0.9 0.9
N 0.37047 -2.02133 7.12112 -0.1 -0.3 0.3
```
Positions in Å, forces in eV/Å.

***

# 4
This record from OMol25 describes C4H10O2 in the gas phase. The level of theory is the ωB97M-V functional and the def2-TZVPD basis.

Results
* spin multiplicity: 1
* HOMO level: -10.1 eV
* LUMO level: 0.895 eV
* ΔE to the lowest compared entry with this formula, charge and spin: 52.2 kcal/mol
* electronic energy: -308.815051 hartree
* SMILES string: OCCCCO

Geometry as XYZ:
```
16
Properties=species:S:1:pos:R:3:forces:R:3
O 2.40699 1.28088 0.26888 1.1 -1.1 1.9
C 1.57111 0.11090 0.52614 -1.5 2.7 -2.6
C 0.20923 0.71970 0.15602 -0.5 1.7 -1.7
C -1.13327 0.08747 0.44913 0.0 0.1 0.6
C -1.32327 -1.06659 -0.52575 0.2 -1.9 1.3
O -1.96084 -0.54452 -1.74060 -0.6 -0.3 3.4
H 3.00486 1.15130 1.02805 0.4 1.0 -0.8
H 1.94285 -0.59914 -0.15197 0.1 -1.6 -0.6
H 1.61849 -0.18038 1.52196 0.1 -0.7 1.9
H 0.20723 1.02739 -0.97698 0.3 -0.7 1.9
H 0.26665 1.68359 0.65995 -0.1 0.1 0.1
H -2.02095 0.78015 0.27562 1.3 -0.6 0.2
H -1.16691 -0.17969 1.55764 -0.1 -0.2 -1.4
H -1.95176 -1.81510 0.09669 0.5 0.7 -1.9
H -0.27309 -1.63162 -0.74065 -2.5 1.4 0.2
H -1.39731 -0.82434 -2.40413 1.4 -0.7 -2.4
```
Positions in Å, forces in eV/Å.

***

# 5
This record from OMol25 describes C7H11N3O2 in the gas phase. The level of theory is the ωB97M-V functional and the def2-TZVPD basis.

Results
* spin multiplicity: 1
* HOMO level: -8.3 eV
* LUMO level: 0.375 eV
* ΔE to the lowest compared entry with this formula, charge and spin: 86.1 kcal/mol
* electronic energy: -587.957052 hartree
* SMILES string: CC(=C=O)/N=N\C(C)(C)C(N)=O

Geometry as XYZ:
```
23
Properties=species:S:1:pos:R:3:forces:R:3
C -2.58218 -0.07242 -2.16741 -1.2 0.3 1.7
C -1.55691 0.29758 -1.02107 -2.5 -1.5 -1.1
C -2.21409 0.61166 0.07698 -1.6 2.0 3.1
O -2.88684 1.08532 0.93780 1.7 -1.6 -2.4
N -0.31411 0.58533 -1.45940 1.9 1.1 -0.8
N 0.75680 0.72932 -0.84611 0.2 -1.6 -1.3
C 0.90619 0.35698 0.53918 -2.0 2.5 0.8
C 2.34355 0.05924 0.85997 0.4 -0.8 -1.3
C 0.50937 1.79533 1.16069 2.1 -1.4 1.7
C -0.03447 -0.81995 1.01553 -0.5 1.0 0.1
N -0.02952 -1.91813 0.23016 0.1 -1.0 -0.5
O -0.80214 -0.74287 1.97167 1.0 0.1 -0.5
H -2.07735 0.03871 -3.11453 0.1 0.1 -0.2
H -3.38756 0.69909 -2.01818 0.5 -0.8 -0.9
H -3.09916 -1.08179 -2.09648 1.0 1.1 0.1
H 2.47708 0.20582 1.91121 0.6 0.6 0.6
H 3.07270 0.58000 0.14412 -1.1 -0.6 1.4
H 2.40880 -1.02755 0.76870 0.7 0.0 -0.4
H 0.53919 1.57440 2.27259 -0.4 0.8 -1.1
H -0.46078 2.20376 0.85123 0.5 -0.1 0.0
H 1.41831 2.45435 0.91692 -1.7 -0.7 0.2
H 0.54160 -1.93902 -0.68198 -1.6 -0.4 2.2
H -0.76662 -2.60386 0.59770 1.8 1.0 -1.5
```
Positions in Å, forces in eV/Å.